Molecular formula: C3H6N3S
Method: DFT, ωB97M-V/def2-TZVPD

Computed properties:
Charge: +1
Kohn-Sham gap (spin up / spin down): 9.1 / 9.1 eV
Energy above the lowest of the compared OMol25 structures with the same formula, charge and spin: 376.0 kJ/mol
E_HOMO (spin up / spin down): -13.4 / -13.4 eV

Positions of all 13 atoms, in Å:
S -0.84640 -1.20027 0.28518
N -0.71503 -1.23731 -3.27134
N -0.06298 -0.43064 -2.80782
N 0.66350 0.84395 -0.23227
C -0.00031 -0.12829 -0.74909
C 0.61655 0.96398 1.19674
C -0.37237 -0.14363 1.68382
H -1.40690 -2.05177 -3.05426
H -1.27278 0.15447 2.16612
H 1.68934 0.93195 1.71567
H 0.04102 -0.82052 2.59488
H 0.28524 1.94976 1.34030
H 1.38112 1.16831 -0.86794

Now the natural (NBO) charges, all in e: S 0.380; N -0.189; N 0.170; N -0.539; C 0.089; C -0.244; C -0.569; H 0.451; H 0.254; H 0.246; H 0.268; H 0.235; H 0.448

Molecular formula: C3H6N4
Method: DFT, ωB97M-V/def2-TZVPD

Computed properties:
Charge: 0
Kohn-Sham gap: 10.0 eV
Energy above the lowest of the compared OMol25 structures with the same formula, charge and spin: 269.2 kJ/mol
E_HOMO: -9.4 eV

Positions of all 13 atoms, in Å:
N -0.13553 1.42544 0.21471
N 1.43738 -1.13375 0.66723
N -0.15587 0.26017 -1.80199
N -1.23433 -0.67405 0.20348
C -0.36765 0.27394 -0.55479
C 0.99668 1.97424 0.14759
C 0.46788 -1.72083 0.99272
H 1.84069 1.51587 -0.36660
H -1.80625 -1.28844 -0.36590
H -1.72996 -0.23875 0.97546
H -0.50088 -0.56398 -2.28441
H -0.02495 -2.60966 1.33315
H 1.21280 2.77978 0.83935

Now the natural (NBO) charges, all in e: N -0.470; N -0.424; N -0.674; N -0.852; C 0.582; C 0.033; C 0.099; H 0.182; H 0.388; H 0.406; H 0.343; H 0.213; H 0.173

Molecular formula: C3H6N4
Method: DFT, ωB97M-V/def2-TZVPD

Computed properties:
Charge: 0
Kohn-Sham gap: 9.8 eV
Energy above the lowest of the compared OMol25 structures with the same formula, charge and spin: 297.5 kJ/mol
E_HOMO: -9.1 eV

Positions of all 13 atoms, in Å:
N 0.11469 -0.22839 2.00435
N 0.10386 -0.44498 -1.42824
N 0.19640 -0.07346 -0.15081
N 0.60851 0.97641 1.72890
C -1.07978 -0.19036 -2.35751
C 0.65060 1.08014 0.44245
C -0.19246 -0.83256 0.93638
H -1.60460 -1.17688 -2.42489
H -0.68913 0.03950 -3.30677
H 0.52927 -1.35756 -1.77782
H 0.98261 1.76666 -0.27697
H -0.83133 -1.69744 0.66696
H -1.82118 0.47536 -2.08789

Now the natural (NBO) charges, all in e: N -0.288; N -0.479; N -0.212; N -0.276; C -0.410; C 0.151; C 0.136; H 0.181; H 0.203; H 0.381; H 0.201; H 0.201; H 0.212

Molecular formula: C3H6N4
Method: DFT, ωB97M-V/def2-TZVPD

Computed properties:
Charge: 0
Kohn-Sham gap (spin up / spin down): 8.8 / 8.1 eV
Energy above the lowest of the compared OMol25 structures with the same formula, charge and spin: 579.1 kJ/mol
E_HOMO (spin up / spin down): -8.9 / -8.0 eV

Positions of all 13 atoms, in Å:
N 0.49230 1.39751 -1.28021
N 0.23862 -1.66277 -0.64472
N -0.66169 -0.66869 -0.68644
N 1.41104 -1.51699 0.14220
C -1.07360 -0.10214 0.43775
C -0.90486 1.21178 0.68093
C -0.18292 1.89940 -0.38104
H 2.00427 -0.79943 -0.22030
H -0.19828 3.10424 -0.30211
H 0.23074 -1.95798 -1.59371
H -1.46117 -0.94092 1.12875
H -1.26556 1.76880 1.59331
H 1.37109 -1.73281 1.12558

Now the natural (NBO) charges, all in e: N -0.259; N -0.241; N -0.194; N -0.708; C -0.002; C -0.349; C -0.047; H 0.379; H 0.197; H 0.385; H 0.217; H 0.235; H 0.386

| no. | DFT total energy (a.u.) |
| --- | --- |
| 1 | -679.96773 |
| 2 | -336.84673 |
| 3 | -336.83593 |
| 4 | -336.72870 |